Entry from the Open Molecules 2025 dataset: a molecular structure, C10H24AlFNO16S4 (ωB97M-V/def2-TZVPD).

Computed properties:
- Lowest unoccupied orbital energy: 1.22 eV
- Total charge: -1
- E: -97663.92180 eV
- Frontier orbital gap: 5.47 eV
- HOMO level: -4.3 eV

Cartesian coordinates (Å):
N 0.6228 -4.9373 -2.2482
C -0.7212 -5.2344 -2.8254
C -1.6368 -4.0067 -3.0117
Al -3.4759 -4.1543 -2.1787
F -3.4635 -5.2703 -0.8586
H 0.9158 -4.0286 -2.5895
H 0.4766 -4.7958 -1.2533
H -0.5468 -5.7211 -3.7898
H -1.1594 -5.9746 -2.1516
H -1.1575 -3.0872 -2.6582
H -1.7947 -3.8693 -4.0911
H -4.5340 -4.7217 -3.2800
H -3.9286 -2.6729 -1.6664
C 1.3968 0.8277 -0.3285
C 1.9520 -0.4812 0.1905
O 1.2092 -1.4848 -0.5122
S 0.8446 -0.9694 -1.9772
O 1.7994 -1.4629 -2.9060
O -0.5421 -1.1286 -2.1877
O 1.1708 0.5853 -1.7262
H 0.4394 1.0693 0.1386
H 2.0851 1.6517 -0.1991
H 1.8168 -0.6028 1.2614
H 3.0093 -0.5940 -0.0588
C 0.7250 5.3575 2.9670
C -0.3846 4.3287 3.0446
O 0.2052 3.1459 2.4772
S 1.7576 3.0985 2.8200
O 1.9553 2.2690 3.9547
O 2.4747 2.8926 1.6152
O 1.9199 4.6160 3.2761
H 0.8251 5.7681 1.9612
H 0.6005 6.1657 3.6815
H -1.2661 4.6087 2.4764
H -0.6678 4.1132 4.0764
C 0.8744 0.3360 7.2686
C 0.5086 0.1298 5.8156
O -0.8491 -0.3420 5.8587
S -1.6131 0.3332 7.0851
O -2.3429 1.4608 6.6285
O -2.2322 -0.6842 7.8495
O -0.3174 0.8704 7.8597
H 1.1151 -0.6075 7.7624
H 1.6960 1.0351 7.3976
H 1.1403 -0.6024 5.3214
H 0.5325 1.0641 5.2605
C 0.7500 0.3797 -5.6982
C -0.4192 0.8749 -4.8783
O -0.8801 2.0429 -5.5877
S -0.6542 1.8429 -7.1529
O -1.8581 1.4091 -7.7618
O 0.0439 2.9758 -7.6481
O 0.3410 0.5990 -7.0615
H 1.6513 0.9667 -5.5110
H 0.9604 -0.6729 -5.5337
H -0.1417 1.1449 -3.8649
H -1.2285 0.1441 -4.8518

***

Entry from the Open Molecules 2025 dataset: 10 unconnected molecules or ions with the total composition C10H24Cl12N4O8 in a non-equilibrium geometry (ωB97M-V/def2-TZVPD).

Computed properties:
- Lowest unoccupied orbital energy (spin up / spin down): -3.05 / -10.43 eV
- Multiplicity: 2
- Total charge: +1
- E: -183346.35623 eV
- Frontier orbital gap (spin up / spin down): 9.60 / 2.21 eV
- ⟨S²⟩: 0.754
- HOMO level (spin up / spin down): -12.6 / -12.6 eV

Cartesian coordinates (Å):
C -3.6657 0.9388 2.9661
N -5.0676 0.6566 3.5194
O -5.1241 0.7375 4.7285
O -5.9990 0.5435 2.7330
H -3.0740 0.2317 3.5475
H -3.2914 1.9567 3.0762
H -3.6981 0.5855 1.9355
C 0.8318 -3.8220 -3.1814
N 1.4894 -2.9796 -2.1148
O 1.2386 -1.7724 -2.1364
O 2.3141 -3.4642 -1.3362
H 0.8032 -3.1383 -4.0298
H -0.1656 -4.1778 -2.9230
H 1.5007 -4.6712 -3.3214
C -1.6302 1.6023 -5.1082
N -1.0617 0.9924 -3.8223
O -1.2639 -0.1750 -3.6594
O -0.4247 1.6828 -3.0486
H -1.3485 2.6521 -5.0258
H -2.7172 1.6594 -5.0504
H -1.2600 0.9432 -5.8934
C 3.5836 4.0849 -0.3133
N 3.6635 4.3051 -1.8095
O 3.3485 3.3859 -2.5681
O 4.1761 5.3852 -2.2135
H 4.6015 3.7805 -0.0698
H 2.9301 3.2228 -0.1799
H 3.3170 4.9457 0.2999
C 0.5352 0.6435 0.2734
Cl -1.1724 1.0515 0.5050
Cl 0.9972 -0.7901 1.1645
H 0.7648 0.5461 -0.7877
H 1.0528 1.5195 0.6644
C 3.3134 1.0383 4.4333
Cl 2.7586 2.0534 3.0709
Cl 2.8545 -0.7288 4.2949
H 4.3943 1.1503 4.5177
H 2.8591 1.3892 5.3599
C 4.4479 -1.2496 0.5311
Cl 4.3570 0.3007 -0.3401
Cl 5.6778 -1.1371 1.7750
H 3.4727 -1.5023 0.9474
H 4.6951 -2.0091 -0.2106
C -0.3133 -2.8242 4.0368
Cl 0.1073 -3.0077 5.7910
Cl -2.0429 -2.2521 3.9057
H 0.3865 -2.0906 3.6366
H -0.1581 -3.7505 3.4836
C -4.4738 0.6132 -1.4392
Cl -4.4411 -0.1853 -3.0819
Cl -5.0304 2.2605 -1.5516
H -5.1809 0.0485 -0.8316
H -3.5159 0.4978 -0.9322
C -1.9345 -2.3384 -0.8366
Cl -3.0824 -2.0392 0.4540
Cl -2.7131 -3.0355 -2.2532
H -1.5448 -1.3549 -1.0992
H -1.0767 -2.9094 -0.4815

***

Entry from the Open Molecules 2025 dataset: a molecular structure, C10H24ClGaINOP2 in a non-equilibrium geometry (ωB97M-V/def2-TZVPD).

Computed properties:
- Relative energy (zero: lowest compared OMol25 entry of this formula, charge and spin): 0.0 kcal per mole
- Lowest unoccupied orbital energy: -6.44 eV
- Total charge: +2
- E: -105861.98664 eV
- Frontier orbital gap: 8.94 eV
- HOMO level: -15.4 eV

Cartesian coordinates (Å):
C 3.8132 -2.6479 -3.9786
C 2.9404 -2.9066 -2.7708
H 4.2839 -3.5935 -4.2539
H 4.5864 -1.9069 -3.7364
H 3.2040 -2.2806 -4.8152
O 2.7584 -3.9303 -2.1879
I 1.8961 -1.0511 -2.0645
Ga -0.0957 0.7893 -0.1471
P -1.9451 -0.2618 -1.1475
C -3.1132 -1.2085 -0.1298
C -2.9314 1.1668 -1.7082
H -3.6769 0.8169 -2.4330
H -2.5180 -1.2481 -3.2699
H -2.2743 1.9072 -2.1774
H -0.7653 -0.8615 -3.1623
H -3.3474 -0.6557 0.7897
H -3.4310 1.6341 -0.8512
C -1.6300 -1.2664 -2.6223
H -4.0415 -1.3897 -0.6894
H -1.3982 -2.2952 -2.3171
H -2.6613 -2.1723 0.1413
P 1.5177 0.6647 1.5583
C 1.0955 -0.0839 3.1575
C 3.1486 0.0146 1.1100
H 1.8432 3.0108 1.0440
H 2.6933 2.5232 2.5478
H 0.9169 2.7968 2.5499
C 1.7680 2.4251 1.9668
H 3.3570 0.2448 0.0579
H 3.9118 0.4759 1.7525
H 1.8496 0.1835 3.9109
H 1.0639 -1.1767 3.0508
H 3.1503 -1.0763 1.2336
H 0.1103 0.2682 3.4912
Cl 0.3393 2.6002 -1.3245
C -3.0425 1.7913 3.2816
C -2.1367 1.6652 2.1670
N -1.4143 1.5647 1.2752
H -4.0210 2.1406 2.9260
H -2.6433 2.5191 4.0006
H -3.1607 0.8101 3.7744

***

Entry from the Open Molecules 2025 dataset: a molecular structure, C10H24ClINOP2Pr in a non-equilibrium geometry (ωB97M-V/def2-TZVPD).

Computed properties:
- Relative energy (zero: lowest compared OMol25 entry of this formula, charge and spin): 45.5 kcal per mole
- Lowest unoccupied orbital energy (spin up / spin down): -9.90 / -9.89 eV
- Multiplicity: 3
- Total charge: +2
- E: -67551.76941 eV
- Frontier orbital gap (spin up / spin down): 3.90 / 3.94 eV
- ⟨S²⟩: 2.003
- HOMO level (spin up / spin down): -13.8 / -13.8 eV

Cartesian coordinates (Å):
C 0.0116 1.4405 -4.6912
C 0.0105 1.1933 -3.2480
H 0.0214 2.6008 -4.7672
H -0.8950 0.9933 -5.1647
H 0.9123 0.9820 -5.1650
O 0.0114 1.3427 -2.0879
I -0.0421 -3.6201 -1.8771
Pr -0.0057 -0.8891 -0.4836
P 2.8248 -0.0978 -0.1165
C 3.4746 1.1195 1.0901
C 3.3264 -1.5915 0.8370
H 4.3372 -1.8094 0.4774
H 5.0744 -0.5716 -1.0403
H 2.6574 -2.4379 0.6460
H 3.8339 -0.6630 -2.2634
H 3.0193 0.9943 2.0852
H 3.3389 -1.4358 1.9237
C 4.1647 -0.0647 -1.3986
H 4.5657 1.0002 1.1346
H 4.4376 0.9586 -1.7107
H 3.2231 2.1271 0.7387
P -2.8259 -0.0563 -0.1133
C -3.4585 1.1724 1.0910
C -4.1662 -0.0072 -1.3947
H -2.6910 -2.3964 0.6540
H -4.3620 -1.7455 0.4846
H -3.3583 -1.3821 1.9299
C -3.3483 -1.5407 0.8436
H -3.8449 -0.6130 -2.2578
H -5.0834 -0.4991 -1.0347
H -4.5512 1.0693 1.1350
H -3.1918 2.1758 0.7386
H -4.4238 1.0191 -1.7098
H -3.0058 1.0418 2.0865
Cl -0.0158 -2.5716 1.6508
C 0.0043 0.4085 3.9652
C 0.0040 0.6394 2.5423
N 0.0035 0.7338 1.3732
H -0.8781 0.8200 4.4644
H 0.8855 0.8217 4.4647
H 0.0055 -0.6613 4.1679

***

Entry from the Open Molecules 2025 dataset: a molecular structure, C10H24ClO2P2Yb in a non-equilibrium geometry (ωB97M-V/def2-TZVPD).

Computed properties:
- Relative energy (zero: lowest compared OMol25 entry of this formula, charge and spin): 0.0 kcal per mole
- Lowest unoccupied orbital energy (spin up / spin down): -6.76 / -6.80 eV
- Multiplicity: 2
- Total charge: +2
- E: -77468.49021 eV
- Frontier orbital gap (spin up / spin down): 5.81 / 8.54 eV
- ⟨S²⟩: 0.755
- HOMO level (spin up / spin down): -12.6 / -15.3 eV

Cartesian coordinates (Å):
C 0.2659 1.3164 -3.4583
C 0.5746 1.2942 -2.0008
H 0.9904 0.6955 -3.9948
H 0.2699 2.3266 -3.8710
H -0.7353 0.9041 -3.6079
O 1.1106 0.3878 -1.3521
Cl -2.3256 -0.0674 -1.6912
Yb -1.9701 -0.8873 0.6886
P 0.1753 2.7210 -0.8750
C 1.6774 3.1640 -0.0278
C -0.5221 4.0279 -1.8411
H -0.6322 4.9019 -1.1846
H -1.3442 2.9877 0.9193
H -1.5072 3.7372 -2.2261
H -1.8410 1.6401 -0.1647
H 2.4893 3.3121 -0.7499
H 0.1387 4.2834 -2.6830
C -0.9817 2.1166 0.3546
H 1.5205 4.0869 0.5513
H -0.4598 1.4302 1.0443
H 1.9652 2.3545 0.6549
P 0.1884 -2.7572 1.0409
C 1.6295 -3.7805 1.2305
C -1.3271 -3.4970 1.6709
H -0.9903 -1.9962 -1.0649
H 0.0253 -3.4348 -1.1891
H 0.7863 -1.8267 -1.1009
C -0.0294 -2.4469 -0.7064
H -2.2870 -3.1508 1.2001
H -1.2353 -4.5669 1.4075
H 1.4407 -4.7796 0.8100
H 1.8796 -3.8865 2.2967
H -1.4000 -3.4370 2.7705
H 2.4707 -3.3190 0.6893
C 0.5230 -1.1130 1.8701
O 1.4857 -0.4556 1.4443
C -0.3483 -0.6594 3.0309
H -0.0700 -1.2286 3.9322
H -1.4580 -0.8005 2.9603
H -0.1429 0.4028 3.2222